Entry 1:
12 unconnected molecules or ions with the total composition C20H69N5O12 at a distorted geometry, computed with ωB97M-V/def2-TZVPD.

The HOMO energy comes out at -0.32760 Ha. The strongest force on any atom is 0.043 hartree/bohr. Its structure (SMILES) is COC[C@H](C)N.COC[C@H](C)N.COC[C@H](C)N.COC[C@H](C)N.COC[C@H](C)N.O.O.O.O.O.O.O. For the energy relative to the best compared isomer or geometry (same formula, charge and spin), the calculation gives 0.00 kcal/mol. Its electronic energy is -53878.17361 eV. As for the frontier orbital gap: 0.341 Eh.

```
! wB97M-V def2-TZVPD RIJCOSX def2/J DEFGRID3
* xyz 0 1
C 2.982 1.232 -0.111
C 4.068 1.684 -1.102
C 4.978 0.558 -1.571
O 6.023 1.105 -2.359
C 6.913 0.097 -2.763
N 3.497 2.351 -2.277
H 2.316 0.508 -0.575
H 2.380 2.108 0.129
H 3.446 0.773 0.760
H 4.767 2.402 -0.651
H 4.422 -0.250 -2.063
H 5.475 0.127 -0.692
H 6.418 -0.641 -3.402
H 7.351 -0.410 -1.895
H 7.754 0.482 -3.339
H 2.978 3.171 -1.988
H 4.264 2.650 -2.869
C -2.070 7.648 0.950
C -0.905 6.675 0.908
C -1.320 5.240 1.278
O -0.188 4.396 1.332
C -0.390 3.219 2.055
N -0.285 6.705 -0.403
H -2.432 7.832 1.961
H -2.901 7.208 0.386
H -1.810 8.592 0.474
H -0.206 7.028 1.675
H -2.000 4.847 0.511
H -1.861 5.209 2.231
H 0.525 2.634 2.107
H -1.236 2.624 1.699
H -0.656 3.371 3.114
H 0.038 5.774 -0.651
H -0.932 6.930 -1.151
C 1.870 -3.142 -3.425
C 1.078 -3.054 -2.126
C 1.421 -4.245 -1.209
O 0.712 -4.195 0.002
C 1.115 -5.247 0.871
N 1.529 -1.806 -1.472
H 1.794 -2.197 -3.961
H 1.471 -3.931 -4.066
H 2.922 -3.335 -3.207
H 0.000 -2.980 -2.270
H 2.515 -4.193 -1.161
H 1.101 -5.143 -1.753
H 0.566 -6.146 0.565
H 0.817 -5.028 1.895
H 2.175 -5.495 0.824
H 0.994 -1.454 -0.677
H 2.448 -2.022 -1.089
C -1.615 -3.946 5.673
C -1.623 -2.539 5.058
C -1.083 -1.520 6.061
O -1.837 -1.454 7.254
C -1.505 -0.308 8.001
N -0.753 -2.571 3.878
H -0.590 -4.228 5.933
H -2.003 -4.725 5.013
H -2.157 -4.009 6.618
H -2.679 -2.314 4.865
H -1.090 -0.567 5.513
H -0.048 -1.754 6.331
H -0.481 -0.246 8.372
H -2.200 -0.233 8.838
H -1.751 0.584 7.411
H -0.885 -1.705 3.347
H -1.211 -3.286 3.317
C -1.887 -0.654 -3.330
C -2.793 -1.515 -4.185
C -4.014 -0.755 -4.694
O -3.689 0.444 -5.339
C -4.777 1.276 -5.616
N -2.080 -2.098 -5.324
H -2.513 -0.097 -2.622
H -1.393 0.158 -3.863
H -1.154 -1.268 -2.810
H -3.255 -2.343 -3.638
H -4.859 -0.652 -3.999
H -4.465 -1.442 -5.436
H -4.378 2.215 -6.003
H -5.436 1.521 -4.780
H -5.386 0.914 -6.454
H -1.949 -1.408 -6.054
H -1.173 -2.460 -5.065
O 1.224 0.627 -3.041
H 2.108 0.963 -2.789
H 1.126 -0.205 -2.527
O -3.259 -1.025 2.259
H -4.059 -0.815 1.766
H -2.737 -1.585 1.649
O -0.468 2.199 -1.604
H 0.080 1.820 -2.337
H 0.021 2.970 -1.298
O -0.221 -0.121 0.048
H -0.545 0.057 0.944
H -0.606 0.599 -0.494
O -0.827 0.228 2.730
H -0.402 0.578 3.522
H -1.746 0.048 2.997
O 2.429 -1.658 1.891
H 1.691 -1.201 1.464
H 3.028 -1.881 1.173
O -1.740 -2.986 0.730
H -1.077 -3.691 0.742
H -1.239 -2.201 0.455
*
```

Mulliken atomic charge list, values in e, 8 entries: C -0.628; C 0.304; C -0.889; O -0.361; C -0.733; N -0.611; H 0.065; H 0.108

Entry 2:
A molecular structure, C20H6BrCl4N3O2Rh, computed with ωB97M-V/def2-TZVPD.

The HOMO energy comes out at -0.19307 Ha. The strongest force on any atom is 0.015 hartree/bohr. For the energy relative to the best compared isomer or geometry (same formula, charge and spin), the calculation gives 5.47 kcal/mol. Its electronic energy is -152544.85469 eV. As for the frontier orbital gap: 0.269 Eh.

```
! wB97M-V def2-TZVPD RIJCOSX def2/J DEFGRID3
* xyz -1 1
Rh 0.360 0.439 -0.099
Cl 5.749 -1.351 3.504
C 4.186 -0.775 3.039
C 3.318 -0.257 3.989
Cl 3.781 -0.198 5.654
C 2.062 0.219 3.604
Cl 0.941 0.847 4.753
C 1.681 0.193 2.267
O 0.485 0.604 1.855
C 2.556 -0.351 1.303
O 2.149 -0.354 0.034
C 3.799 -0.829 1.697
Cl 4.846 -1.471 0.483
Br 0.334 0.110 -2.578
C -0.976 -1.276 -2.505
C -1.439 -1.819 -3.661
C -2.396 -2.852 -3.579
C -2.831 -3.285 -2.362
C -2.352 -2.713 -1.158
C -2.804 -3.158 0.105
C -2.319 -2.578 1.240
C -1.378 -1.529 1.184
C -0.910 -1.060 -0.017
C -1.394 -1.665 -1.215
H -1.082 -1.469 -4.620
H -2.779 -3.292 -4.490
H -3.560 -4.084 -2.295
H -3.536 -3.955 0.150
H -2.662 -2.914 2.211
H -1.030 -1.082 2.104
N -1.143 1.852 -0.243
C -2.189 2.280 0.027
C -3.414 2.847 0.310
C -3.567 3.703 1.426
N -3.688 4.406 2.333
C -4.506 2.585 -0.552
N -5.395 2.368 -1.256
*
```

Mulliken atomic charge list, values in e, 8 entries: Rh -0.482; Cl -0.219; C 0.231; C 0.306; Cl -0.217; C -0.065; Cl -0.200; C 0.442

Q: The lowest frontier orbital gap belongs to which entry?
A: C20H6BrCl4N3O2Rh